# 1
93
Properties=species:S:1:pos:R:3:lowdin_charge:R:1 method="wB97M-V/def2-TZVPD" relative_energy_ev=2.664 total_charge=-2 orbital_gap_ha=0.2086 e_homo_ha=-0.0618
Tl 0.422 0.823 0.959 0.90
C 0.557 -1.486 -3.466 -0.28
P 0.156 0.188 -4.204 1.10
C 0.836 -0.128 -5.903 -0.37
C 0.043 -0.934 -6.730 -0.12
C 0.457 -1.291 -8.003 -0.11
C 1.676 -0.834 -8.490 -0.12
C 2.463 -0.019 -7.692 -0.11
C 2.048 0.334 -6.413 -0.08
C 1.446 1.353 -3.607 -0.40
C 2.588 1.044 -2.876 -0.09
C 3.493 2.042 -2.533 -0.09
C 3.269 3.357 -2.908 -0.09
C 2.130 3.680 -3.631 -0.09
C 1.229 2.684 -3.968 -0.14
C -0.536 -1.913 -2.539 -0.47
C -1.267 -3.094 -2.568 -0.12
C -2.196 -2.994 -1.508 -0.11
C -1.951 -1.769 -0.901 -0.45
C -2.680 -1.129 0.253 -0.29
P -2.700 0.703 -0.070 0.99
C -3.575 1.407 1.382 -0.37
C -4.343 2.571 1.280 -0.12
C -4.795 3.225 2.416 -0.11
C -4.480 2.739 3.679 -0.11
C -3.704 1.593 3.797 -0.08
C -3.254 0.940 2.661 -0.09
C -4.000 0.695 -1.373 -0.35
C -5.373 0.688 -1.140 -0.10
C -6.269 0.621 -2.198 -0.11
C -5.803 0.544 -3.504 -0.12
C -4.437 0.530 -3.747 -0.09
C -3.541 0.609 -2.689 -0.09
N -0.937 -1.105 -1.526 0.02
H 1.521 -1.437 -2.952 0.06
H 0.642 -2.191 -4.291 0.07
H -0.909 -1.288 -6.348 0.10
H -0.170 -1.923 -8.621 0.09
H 2.007 -1.110 -9.484 0.09
H 3.414 0.345 -8.064 0.09
H 2.676 0.973 -5.804 0.09
H 2.790 0.027 -2.566 0.09
H 4.377 1.782 -1.964 0.10
H 3.966 4.134 -2.617 0.10
H 1.923 4.708 -3.900 0.10
H 0.322 2.937 -4.508 0.10
H -1.158 -3.908 -3.274 0.07
H -2.951 -3.716 -1.225 0.07
H -2.158 -1.287 1.202 0.06
H -3.693 -1.526 0.332 0.09
H -4.579 2.978 0.303 0.10
H -5.384 4.129 2.315 0.09
H -4.824 3.262 4.563 0.09
H -3.430 1.207 4.771 0.10
H -2.630 0.066 2.776 0.07
H -5.748 0.729 -0.124 0.10
H -7.336 0.620 -2.005 0.09
H -6.505 0.489 -4.329 0.09
H -4.069 0.456 -4.763 0.09
H -2.471 0.584 -2.867 0.05
C -0.799 3.895 -1.192 -0.04
C 0.231 4.340 -0.143 -0.75
O 0.553 5.541 -0.137 -0.07
O 0.670 3.448 0.649 -0.25
H -0.782 4.565 -2.050 0.06
H -1.791 3.940 -0.735 0.06
H -0.618 2.868 -1.509 0.04
F -0.240 0.407 5.480 -0.17
C -0.445 -0.889 4.863 -0.34
F -0.449 -0.464 3.489 -0.23
F -1.838 -1.012 5.071 -0.13
C 1.948 3.206 3.405 -0.05
N 3.954 1.630 3.110 0.17
C 4.010 0.533 2.296 -0.60
N 5.291 0.338 1.758 0.13
O 3.100 -0.210 2.004 -0.02
H 1.568 3.879 4.165 0.11
H 0.860 1.534 4.160 0.08
H 2.031 3.618 2.405 0.08
H 4.720 2.277 3.032 0.13
H 6.079 0.570 2.340 0.08
H 5.366 -0.552 1.294 0.09
C 3.206 0.729 5.828 -0.07
N 3.071 2.081 5.309 -0.19
C 4.145 2.952 5.723 -0.11
C 2.830 2.113 3.892 -0.51
N 1.518 1.816 3.438 0.06
H 3.227 0.767 6.918 0.08
H 4.124 0.231 5.472 0.08
H 2.345 0.135 5.521 0.08
H 4.133 3.050 6.810 0.08
H 3.999 3.941 5.283 0.08
H 5.147 2.586 5.429 0.07

***

# 2
89
Properties=species:S:1:pos:R:3:mulliken_spin:R:1 method="wB97M-V/def2-TZVPD" s_squared=6.012 total_charge=+4 orbital_gap_ha="0.2992 / 0.1851" e_homo_ha="-0.6737 / -0.6736" spin_multiplicity=5
Co 0.282 0.359 0.220 3.21
C -1.969 -1.286 -1.453 0.00
C -2.389 -0.993 -0.045 0.00
C -3.670 -1.283 0.406 0.00
C -3.994 -1.104 1.741 0.00
C -3.002 -0.692 2.626 0.01
C -1.739 -0.418 2.132 0.04
N -1.472 -0.513 0.822 0.17
Sb -0.174 -0.164 3.667 0.04
C 1.268 -1.326 2.499 0.03
C 2.119 -2.143 3.216 0.02
C 2.945 -3.019 2.516 0.00
C 2.812 -3.102 1.145 0.01
C 1.917 -2.274 0.471 0.02
C 1.678 -2.495 -0.990 -0.01
N 1.218 -1.348 1.160 0.17
C 0.634 1.700 2.859 0.01
C 1.005 2.609 3.832 0.01
C 1.531 3.837 3.443 0.00
C 1.632 4.105 2.094 0.00
C 1.231 3.158 1.155 0.00
C 1.301 3.528 -0.296 0.00
N 0.757 1.953 1.544 0.07
H -1.457 -2.252 -1.469 0.00
H -2.835 -1.368 -2.106 0.00
H -1.282 -0.526 -1.829 0.01
H -4.402 -1.667 -0.291 0.00
H -4.995 -1.315 2.097 0.00
H -3.205 -0.600 3.685 0.00
H 2.130 -2.115 4.297 0.00
H 3.636 -3.664 3.044 0.00
H 3.369 -3.836 0.576 0.00
H 1.531 -3.561 -1.168 0.00
H 0.795 -1.960 -1.328 0.00
H 2.543 -2.193 -1.579 0.00
H 0.880 2.364 4.879 0.00
H 1.835 4.567 4.183 0.00
H 2.006 5.058 1.743 0.00
H 2.269 3.973 -0.523 0.00
H 1.144 2.673 -0.948 0.01
H 0.550 4.295 -0.508 0.00
O 1.192 0.504 -1.454 0.11
As 2.744 0.484 -2.172 -0.04
C 3.216 2.288 -2.676 0.00
C 4.336 2.916 -2.147 0.00
C 4.678 4.182 -2.608 0.00
C 3.912 4.792 -3.591 0.00
C 2.795 4.154 -4.118 0.00
C 2.443 2.893 -3.664 0.01
C 2.694 -0.495 -3.823 0.02
C 1.546 -1.126 -4.285 0.00
C 1.585 -1.781 -5.506 0.00
C 2.761 -1.799 -6.246 0.00
C 3.910 -1.179 -5.770 0.00
C 3.878 -0.507 -4.558 0.00
C 4.042 -0.189 -0.924 0.00
C 4.126 0.421 0.325 0.00
C 5.091 -0.001 1.227 0.00
C 5.966 -1.023 0.875 0.00
C 5.862 -1.641 -0.364 0.00
C 4.899 -1.227 -1.275 0.00
H 4.947 2.426 -1.398 0.00
H 5.557 4.675 -2.214 0.00
H 4.203 5.764 -3.968 0.00
H 2.224 4.628 -4.906 0.00
H 1.598 2.364 -4.094 0.00
H 0.638 -1.104 -3.692 0.00
H 0.704 -2.287 -5.878 0.00
H 2.776 -2.285 -7.213 0.00
H 4.828 -1.217 -6.339 0.00
H 4.758 0.013 -4.195 0.00
H 3.453 1.234 0.582 0.00
H 5.172 0.476 2.195 0.00
H 6.743 -1.329 1.562 0.00
H 6.532 -2.447 -0.631 0.00
H 4.829 -1.703 -2.246 0.00
N -3.964 3.394 -3.508 0.00
C -3.339 3.594 -2.150 0.00
C -2.884 2.287 -1.448 0.00
N -1.438 2.040 -1.371 0.04
H -4.297 4.292 -3.875 0.00
H -4.780 2.780 -3.457 0.00
H -3.315 3.009 -4.194 0.00
H -4.090 4.096 -1.543 0.00
H -2.496 4.271 -2.275 0.00
H -3.363 1.423 -1.917 0.00
H -3.255 2.329 -0.424 0.00
H -0.977 2.826 -0.924 0.01
H -1.011 1.917 -2.284 0.00

***

# 3
93
Properties=species:S:1:pos:R:3:mulliken_spin:R:1 method="wB97M-V/def2-TZVPD" s_squared=0.796 total_charge=+1 orbital_gap_ha="0.2370 / 0.2270" e_homo_ha="-0.3477 / -0.3457" spin_multiplicity=2
Fe 0.366 -0.016 -0.185 1.04
C -3.084 3.590 3.072 0.00
C -2.507 2.209 3.344 0.00
N -2.747 1.278 2.247 0.00
C -1.966 1.116 1.181 0.00
S -0.408 1.968 1.039 -0.02
N -2.404 0.441 0.149 0.01
N -1.423 0.390 -0.807 -0.06
C -1.684 0.609 -2.042 -0.03
C -3.052 0.841 -2.585 0.00
C -0.472 0.737 -2.865 0.02
C -0.495 0.967 -4.231 0.00
C 0.705 1.157 -4.896 0.00
C 1.890 1.119 -4.180 0.00
C 1.831 0.879 -2.816 0.01
N 0.684 0.691 -2.173 0.01
H -2.906 4.245 3.924 0.00
H -2.611 4.033 2.195 0.00
H -4.160 3.540 2.898 0.00
H -1.433 2.269 3.512 0.00
H -2.946 1.770 4.240 0.00
H -3.652 0.834 2.186 0.00
H -3.787 0.749 -1.792 0.00
H -3.127 1.835 -3.029 0.00
H -3.273 0.110 -3.366 0.00
H -1.437 1.000 -4.761 0.00
H 0.715 1.335 -5.963 0.00
H 2.845 1.272 -4.661 0.00
H 2.727 0.838 -2.209 0.00
C 1.637 -6.592 3.784 0.00
S 1.157 -7.462 2.279 0.00
C 1.954 -6.401 1.052 0.00
C 1.291 -5.042 0.895 0.00
C 2.024 -4.164 -0.110 0.00
N 1.486 -2.806 -0.175 -0.01
P 0.364 -2.158 -1.240 -0.02
C -1.083 -3.243 -1.339 -0.01
C -0.972 -4.510 -1.919 0.00
C -2.064 -5.359 -1.952 0.00
C -3.281 -4.944 -1.422 0.00
C -3.401 -3.684 -0.858 0.00
C -2.304 -2.833 -0.809 0.00
C 1.114 -2.335 -2.887 0.00
C 2.502 -2.356 -3.009 0.00
C 3.093 -2.464 -4.258 0.00
C 2.302 -2.536 -5.396 0.00
C 0.919 -2.505 -5.283 0.00
C 0.325 -2.408 -4.034 0.00
P 1.939 -1.429 0.743 -0.04
C 3.314 -1.951 1.782 0.00
C 3.075 -2.641 2.971 0.00
C 4.142 -3.093 3.729 0.00
C 5.445 -2.855 3.305 0.00
C 5.686 -2.159 2.130 0.00
C 4.620 -1.701 1.368 0.00
C 0.526 -1.111 1.802 0.01
C 0.804 -0.115 2.927 -0.05
C -0.176 -0.174 4.050 0.02
C -1.193 -1.041 4.098 0.00
C -1.362 -2.029 3.056 0.04
C -0.523 -2.067 1.996 0.04
H 1.285 -7.191 4.622 0.00
H 1.178 -5.607 3.847 0.00
H 2.722 -6.507 3.845 0.00
H 1.918 -6.959 0.114 0.00
H 3.008 -6.287 1.321 0.00
H 1.275 -4.522 1.855 0.00
H 0.249 -5.171 0.590 0.00
H 1.973 -4.597 -1.113 0.00
H 3.085 -4.099 0.150 0.00
H -0.034 -4.830 -2.356 0.00
H -1.970 -6.342 -2.393 0.00
H -4.136 -5.607 -1.453 0.00
H -4.347 -3.359 -0.446 0.00
H -2.404 -1.863 -0.339 0.00
H 3.121 -2.306 -2.120 0.00
H 4.171 -2.498 -4.343 0.00
H 2.764 -2.628 -6.371 0.00
H 0.300 -2.572 -6.169 0.00
H -0.756 -2.409 -3.950 0.00
H 2.057 -2.808 3.305 0.00
H 3.960 -3.623 4.655 0.00
H 6.276 -3.205 3.902 0.00
H 6.701 -1.964 1.812 0.00
H 4.801 -1.140 0.459 0.00
H 1.794 -0.331 3.370 0.01
H -0.016 0.532 4.856 0.00
H -1.873 -1.040 4.940 0.00
H -2.134 -2.781 3.149 0.00
H -0.637 -2.869 1.279 0.00
F 1.133 2.326 3.448 0.00
B 1.086 1.405 2.445 0.03
F 2.138 1.532 1.549 0.00

***

# 4
87
Properties=species:S:1:pos:R:3:mulliken_spin:R:1 method="wB97M-V/def2-TZVPD" s_squared=6.025 relative_energy_ev=0.314 total_charge=+3 orbital_gap_ha="0.2488 / 0.1485" e_homo_ha="-0.5921 / -0.5932" spin_multiplicity=5
Co 0.256 -0.298 0.184 2.74
C 2.731 -2.070 0.877 0.00
N 2.073 -1.544 -0.320 0.04
C 1.488 -2.644 -1.105 -0.01
C 0.609 -2.076 -2.185 0.01
C 0.448 -2.709 -3.409 0.00
C -0.302 -2.084 -4.394 0.00
C -0.829 -0.826 -4.136 0.00
C -0.633 -0.270 -2.886 0.00
N 0.039 -0.895 -1.915 0.03
C 3.001 -0.740 -1.140 0.01
C 2.811 0.746 -0.975 0.00
C 3.848 1.623 -1.253 0.00
C 3.599 2.986 -1.268 0.00
C 2.306 3.431 -1.034 0.00
C 1.335 2.497 -0.730 0.00
N 1.581 1.182 -0.668 0.03
C 1.751 -2.298 1.996 0.03
C 2.100 -3.107 3.070 0.00
C 1.244 -3.203 4.152 0.00
C 0.049 -2.494 4.113 0.00
C -0.233 -1.738 2.996 0.01
N 0.595 -1.629 1.946 -0.04
H 3.471 -1.347 1.230 0.00
H 3.271 -2.998 0.659 0.00
H 0.899 -3.283 -0.441 0.00
H 2.269 -3.270 -1.550 0.00
H 0.931 -3.660 -3.593 0.00
H -0.436 -2.551 -5.361 0.00
H -1.376 -0.281 -4.894 0.00
H -0.993 0.726 -2.659 0.00
H 2.821 -0.955 -2.197 0.00
H 4.038 -1.014 -0.940 0.00
H 4.836 1.240 -1.473 0.00
H 4.396 3.687 -1.474 0.00
H 2.056 4.482 -1.083 0.00
H 0.318 2.810 -0.541 0.01
H 3.042 -3.640 3.055 0.00
H 1.504 -3.808 5.010 0.00
H -0.651 -2.528 4.936 0.00
H -1.165 -1.192 2.940 0.00
C -1.709 -3.666 0.658 0.00
C -2.510 -3.045 -0.438 0.10
C -3.204 -3.832 -1.319 0.12
C -4.055 -3.262 -2.281 0.18
C -4.239 -1.875 -2.340 0.11
C -3.584 -1.034 -1.475 0.03
C -3.881 0.436 -1.528 -0.01
C -2.674 -1.618 -0.520 0.31
N -1.971 -0.777 0.334 0.14
C -2.581 -0.077 1.228 0.04
C -4.016 -0.278 1.583 0.01
C -1.836 1.020 1.912 -0.02
C -2.544 1.770 2.992 0.01
N -0.648 1.290 1.497 0.06
C -0.033 2.506 1.888 0.01
C -0.712 3.720 1.635 0.01
C -2.001 3.810 0.861 0.00
C -0.134 4.910 2.058 0.00
C 1.097 4.931 2.684 0.01
C 1.789 3.742 2.867 0.00
C 1.255 2.529 2.467 -0.02
C 2.040 1.275 2.706 0.02
H -1.489 -4.710 0.445 0.00
H -2.278 -3.638 1.593 0.01
H -0.785 -3.124 0.827 0.00
H -3.113 -4.908 -1.249 0.00
H -4.594 -3.905 -2.967 -0.02
H -4.920 -1.452 -3.068 0.00
H -3.994 0.760 -2.562 0.00
H -3.121 1.047 -1.048 0.00
H -4.839 0.630 -1.038 0.01
H -4.464 -1.074 0.992 -0.01
H -4.585 0.642 1.435 0.00
H -4.121 -0.531 2.640 0.00
H -3.019 1.092 3.702 0.00
H -3.343 2.388 2.571 0.00
H -1.865 2.423 3.533 0.00
H -2.348 2.855 0.468 0.00
H -1.873 4.498 0.024 0.00
H -2.791 4.238 1.481 0.00
H -0.669 5.836 1.883 0.00
H 1.529 5.866 3.013 0.00
H 2.767 3.760 3.330 0.00
H 3.050 1.517 3.031 0.00
H 2.101 0.679 1.795 0.02
H 1.579 0.661 3.482 0.00